Record 1
20
Properties=species:S:1:pos:R:3 method="wB97M-V/def2-TZVPD" e_lumo_ev=0.39 e_above_lowest_ev=3.976 charge=0 orbital_gap_ev=7.52
O -0.812 2.988 -2.054
O -0.051 0.277 0.163
C 0.361 -1.241 2.207
C -0.992 1.821 -1.338
C -2.211 1.013 -1.635
C -0.060 1.476 -0.430
C 2.323 -1.795 0.712
C 0.908 -1.928 1.143
H 0.822 2.109 -0.332
H -2.225 0.695 -2.682
H 0.120 -0.050 1.348
H 2.841 -2.750 0.854
H 1.030 -0.858 2.971
H -3.121 1.589 -1.438
H -2.217 0.127 -1.004
H 2.386 -1.534 -0.345
H -1.622 3.189 -2.534
H 0.258 -2.507 0.499
H 2.848 -1.038 1.295
H -0.588 -1.582 2.602


Record 2
20
Properties=species:S:1:pos:R:3 method="wB97M-V/def2-TZVPD" e_lumo_ev=0.65 e_above_lowest_ev=2.235 charge=0 orbital_gap_ev=8.98 smiles="CC(C)=C(C)O.C=O"
O 1.761 1.652 -1.989
O 1.089 -1.582 1.017
C 0.328 -0.886 0.095
C -1.067 0.183 1.923
C -0.677 -0.054 0.487
C 1.949 1.506 -0.782
C -1.615 0.577 -0.512
C 0.458 -1.467 -1.289
H -2.029 -0.304 2.119
H -0.358 -0.220 2.649
H -2.394 -0.128 -0.814
H -2.100 1.461 -0.083
H 1.289 1.997 -0.032
H 2.840 1.005 -0.371
H 1.285 -1.028 1.787
H -1.077 0.921 -1.401
H -0.156 -2.370 -1.376
H 1.498 -1.749 -1.480
H 0.156 -0.768 -2.071
H -1.181 1.253 2.123


Record 3
20
Properties=species:S:1:pos:R:3 method="wB97M-V/def2-TZVPD" e_lumo_ev=-1.26 e_above_lowest_ev=5.161 charge=0 orbital_gap_ev=7.02 smiles="C=C/C=C/C=C.O.O"
O 1.439 1.368 -2.071
O -0.895 0.219 4.247
C -0.926 -0.090 -3.313
C 1.196 0.064 2.398
C 0.301 0.164 1.357
C -0.915 -0.216 -0.823
C -0.751 -0.753 -2.107
C 0.139 -0.680 0.257
H -1.623 0.564 -0.530
H 1.175 0.667 -2.677
H -0.561 -0.546 -4.254
H -1.840 0.478 -3.312
H 1.087 1.059 -1.222
H -0.182 1.141 1.235
H -0.400 0.245 3.413
H -0.416 -1.806 -2.173
H 0.778 -1.492 -0.095
H 1.422 0.953 2.971
H -1.040 -0.697 4.464
H 2.014 -0.642 2.235


Record 4
20
Properties=species:S:1:pos:R:3 method="wB97M-V/def2-TZVPD" e_lumo_ev=0.75 e_above_lowest_ev=3.368 charge=0 orbital_gap_ev=10.67 smiles="C=CCCCC=O.O"
O 2.245 2.054 -2.303
O 1.256 -2.385 -1.651
C -1.102 1.943 2.676
C -1.245 -0.933 0.644
C -1.530 0.534 0.664
C -0.662 1.501 1.498
C 0.236 -1.995 -1.105
C 0.223 -1.255 0.183
H 0.680 -0.087 0.080
H -1.608 1.028 -0.365
H 2.098 1.090 -2.442
H -1.824 1.517 3.320
H -1.199 -1.386 1.692
H -2.572 0.530 1.012
H 0.637 -1.772 0.958
H 0.271 1.828 0.936
H -1.997 -1.474 0.054
H -0.489 2.688 3.119
H -0.660 -2.214 -1.592
H 3.132 2.127 -2.494


Record 5
20
Properties=species:S:1:pos:R:3 method="wB97M-V/def2-TZVPD" e_lumo_ev=0.85 e_above_lowest_ev=2.443 charge=0 orbital_gap_ev=10.35
O -2.907 -0.518 -0.006
O -2.156 1.236 1.282
C -0.504 0.055 -0.482
C 2.558 -0.413 1.065
C 1.999 0.331 -0.135
C -2.089 0.621 0.031
C -0.540 -0.928 -1.586
C 0.369 0.751 0.151
H -1.783 0.625 1.931
H 3.632 -0.585 0.963
H 2.110 -0.244 -1.052
H -2.438 1.379 -0.687
H -0.675 -0.424 -2.543
H 2.067 -1.379 1.180
H -3.804 -0.273 0.262
H 0.368 -1.524 -1.610
H 2.403 0.156 1.982
H -1.388 -1.596 -1.437
H 2.501 1.288 -0.281
H 0.278 1.443 0.971


Record 6
20
Properties=species:S:1:pos:R:3 method="wB97M-V/def2-TZVPD" e_lumo_ev="0.48 / 0.85" e_above_lowest_ev=6.408 charge=0 orbital_gap_ev="6.57 / 8.33"
O 3.225 1.689 1.478
O -2.224 -0.186 -1.187
C 0.889 -0.882 -1.137
C -1.972 -1.048 1.101
C 0.347 1.297 -0.015
C 3.012 1.514 0.315
C 0.735 0.014 0.041
C -1.856 0.064 0.115
H 0.986 -0.404 1.009
H -3.017 -1.369 1.234
H -1.403 -1.932 0.791
H 0.364 -1.830 -0.978
H 0.301 1.901 0.880
H 1.945 -1.132 -1.274
H -1.592 -0.734 2.075
H 0.520 -0.418 -2.052
H 3.848 1.743 -0.434
H -2.214 1.040 0.417
H -1.989 -1.092 -1.423
H 0.095 1.766 -0.957